Entry 1:
Computed, not measured: C4H5NO2 in the gas phase, with wB97M-V/def2-TZVPD.

The calculation puts the energy above the lowest of the compared OMol25 structures with the same formula, charge and spin at 219.38 kJ/mol. The spin multiplicity is 1. The HOMO-LUMO gap is 0.3937 hartree. As for the structure (SMILES): O=C[C@H]1CN1C=O. The value obtained for the LUMO energy is 0.63 eV.

Geometry as XYZ:
```
12
Properties=species:S:1:pos:R:3:nbo_charge:R:1
C -1.2603 -1.0796 0.2016 0.54
H -0.8271 1.2869 -0.7416 0.23
C 1.3732 -0.2862 -0.7091 0.42
N -0.6288 -0.0622 0.9691 -0.48
H 1.4097 0.5726 1.3047 0.24
O -1.4817 -1.0314 -0.9830 -0.54
C -0.4462 1.2200 0.2755 -0.23
H -1.5584 -1.9398 0.8209 0.13
H -0.5981 2.0873 0.9119 0.22
C 0.7124 0.3463 0.4981 -0.17
O 1.9878 0.3885 -1.4975 -0.49
H 1.3138 -1.3868 -0.8169 0.13
```

Entry 2:
Computed, not measured: C19H22N2O4S in the gas phase at a distorted geometry, with wB97M-V/def2-TZVPD.

The calculation puts the energy above the lowest of the compared OMol25 structures with the same formula, charge and spin at 153.50 kJ/mol. The spin multiplicity is 1. The HOMO-LUMO gap is 0.3333 hartree. As for the structure (SMILES): COc1ccc(C(=O)Nc2ccc(S(=O)(=O)N3CCCCC3)cc2)cc1. The value obtained for the LUMO energy is 0.42 eV.

Geometry as XYZ:
```
48
Properties=species:S:1:pos:R:3:nbo_charge:R:1
C 3.8575 -1.1010 2.2029 -0.22
O 3.2158 1.6519 3.0027 -0.95
H -2.6402 0.3012 -0.1756 0.40
C -6.4020 -0.6546 -2.8660 0.31
C 1.8169 1.0802 0.8630 -0.35
C 5.0490 -1.4724 3.0945 -0.42
H -6.7070 0.8807 -1.3838 0.22
C 5.5778 0.0554 0.9163 -0.23
C 0.5366 0.5258 -1.0836 -0.20
H -3.3496 -1.7586 -3.8417 0.24
H 7.4542 -0.1079 1.9665 0.20
H -5.7698 -2.1014 -4.2994 0.23
S 3.4112 1.4244 1.5941 2.32
C 5.8346 -0.2027 3.4099 -0.41
H -9.6473 -0.5741 -2.9620 0.20
O -7.6909 -0.9137 -3.1915 -0.48
C -2.2170 -0.1329 -2.1183 0.67
C -3.6804 -0.2899 -2.3313 -0.19
H 3.5148 -1.9693 1.6260 0.20
C -4.1001 -1.2025 -3.3014 -0.13
N -1.8817 0.2463 -0.8411 -0.60
O -1.4088 -0.3457 -2.9968 -0.60
H 5.1428 0.5362 3.8178 0.23
H 0.7609 1.2946 2.6936 0.24
H 0.4725 0.3113 -2.1371 0.25
C -0.5440 0.7908 1.0583 -0.24
C 6.4753 0.3475 2.1295 -0.42
C 1.7516 0.8102 -0.4908 -0.17
N 4.1806 -0.0298 1.2804 -0.69
H 5.6601 0.8509 0.1762 0.24
H 6.6119 1.4244 2.2288 0.22
H 4.6847 -1.9396 4.0098 0.22
C -8.7157 -0.1993 -2.5413 -0.25
H -1.4422 0.7859 1.6601 0.21
C -5.4364 -1.3918 -3.5593 -0.26
C -0.6248 0.5132 -0.3088 0.16
H -8.7085 -0.3797 -1.4618 0.18
C 0.6756 1.0727 1.6416 -0.18
H -4.3555 1.2107 -0.9395 0.21
C -5.9892 0.2787 -1.9183 -0.27
C -4.6421 0.4529 -1.6556 -0.18
O 4.0730 2.4414 0.8310 -0.94
H 3.0282 -0.7452 2.8174 0.22
H 2.6605 0.8326 -1.0696 0.23
H 5.8480 -0.8943 0.4454 0.20
H -8.6398 0.8756 -2.7329 0.18
H 5.6962 -2.1879 2.5830 0.19
H 6.6027 -0.4015 4.1586 0.21
```

Entry 3:
Computed, not measured: 6 unconnected molecules or ions with the total composition C31H73INO14P at a distorted geometry, with wB97M-V/def2-TZVPD.

The spin multiplicity is 1. The HOMO-LUMO gap is 0.3150 hartree. As for the structure (SMILES): CCOCCOCN(C(=O)OP(C)C)[C@@H](I)CC.COCCOC.COCCOC.COCCOC.COCCOC.COCCOC. The value obtained for the LUMO energy is 0.56 eV.

Geometry as XYZ:
```
121
Properties=species:S:1:pos:R:3:mulliken_charge:R:1
P -4.3968 5.5987 -0.2662 -0.01
C 0.4050 -9.8452 3.0133 -0.43
H -1.7332 1.4704 -4.0832 0.30
I -3.0049 -0.2208 -0.1446 0.01
O -2.2544 2.5713 -7.9495 -0.37
C -0.7453 -10.0250 3.9818 -0.57
H 4.8644 5.7376 0.4632 0.31
C -1.6355 2.9050 2.7575 -0.73
C 3.9358 5.7947 1.0214 -1.11
H -1.6718 2.8365 3.8386 0.32
H -1.0517 0.7490 -6.3760 0.39
H 1.0135 3.7335 8.1296 0.39
H 2.9840 -2.5147 -2.6196 0.41
O -4.2668 3.9158 -0.0043 -0.42
H 3.3888 -0.3467 -3.6168 0.34
H 4.2427 3.6513 1.1194 0.37
C -4.3098 6.5001 1.3367 -0.98
C -2.5621 3.9331 -7.7069 -0.70
H 1.1237 -8.2528 -0.8128 0.33
O 2.2223 4.0442 0.7066 -0.11
O -0.6642 2.5755 -5.4708 -0.36
H -2.0586 5.8316 -1.1847 0.19
C 1.2048 2.3425 -0.7220 0.06
H -0.7535 1.1574 1.7859 0.25
C -0.8652 2.2908 -7.8776 -0.77
H 1.0194 2.3127 -1.7977 0.05
H -3.6111 1.9453 1.2775 0.74
H 3.1762 6.2957 0.4293 0.33
C 0.4778 -7.4029 -0.5807 -0.87
H 1.2051 -10.5593 3.2309 0.34
H -2.5118 3.4765 2.4600 0.16
C -0.3837 6.5071 5.3243 -0.80
H -2.2570 0.8454 2.7284 0.57
H -2.0363 3.2175 -4.1058 0.11
H -0.7837 3.4594 2.3834 0.16
C -3.3471 3.2876 -0.7558 0.40
O -3.4361 3.1618 -1.8990 -0.41
C 2.3315 -0.1636 -3.4005 -0.51
H 1.5840 -8.5149 -4.7404 0.33
O 1.9543 -0.7591 -2.1679 -0.31
H -1.7104 -8.5377 6.1028 0.32
H -3.6343 4.0072 -7.5314 0.25
O 0.6863 -6.3216 -1.4762 -0.37
H -1.3340 6.9687 5.0576 0.26
C -1.7274 1.5266 2.0745 -0.51
H 0.5774 1.4152 -6.5722 0.14
N -2.2806 2.7613 -0.0182 1.20
C -1.8559 2.3457 -4.7310 -0.62
H -4.7966 5.9229 2.1154 0.32
C 2.7954 -1.8329 -1.7869 -0.97
H 1.3765 -9.6391 -3.3820 0.26
H -0.2777 3.1966 -8.0583 0.36
O 2.5537 -8.0296 -2.9775 -0.41
C -0.4862 1.6703 -6.5499 -0.11
H -0.7320 3.7194 7.8378 0.32
C 1.4541 -0.6516 -4.5315 -0.16
H -2.0362 4.3180 -6.8303 0.28
H 4.0847 6.3505 1.9376 0.32
C 1.4414 -8.5871 -3.6569 -0.73
H 2.3570 4.0317 -1.3488 0.26
C 2.3546 3.3393 -0.4975 -0.87
O 1.6428 -2.0345 -4.7910 -0.45
C -0.6424 -8.5978 5.8686 -0.69
H 3.6000 -6.2968 -3.1398 0.37
H 0.4021 -0.4362 -4.3170 0.23
H -0.2907 -2.7768 -4.8200 0.37
H 0.6571 -7.0809 0.4499 0.38
O 0.9038 -8.5154 3.0267 -0.30
H 2.2954 -2.3834 -0.9906 0.26
H 0.0096 7.0023 6.2149 0.38
C -1.2177 5.9640 8.6147 -0.71
O 0.0540 2.6802 0.0052 -0.34
H -2.3052 4.5406 -8.5816 0.33
C 2.0884 -8.3771 3.7933 -0.83
H 1.7293 -0.1136 -5.4431 0.20
H -0.5607 -7.7189 -0.6729 0.32
H 0.0436 -10.0442 1.9991 0.35
H -3.0542 7.2831 -1.3041 0.40
C 3.4434 4.3616 1.3333 -0.31
H 2.1537 -4.9391 -1.7288 -0.02
H -4.8994 7.3938 1.1976 0.39
H -1.1343 -11.0431 3.8799 0.38
H -3.3643 5.9270 -2.3827 0.32
H 0.5077 -8.0932 -3.3789 0.31
H -2.7195 2.1973 -5.3826 0.40
C 0.6264 -2.8498 -4.2264 -0.34
C -2.6492 1.6834 0.8612 -1.39
C 2.5612 -6.6099 -2.9925 -0.46
H 3.2624 4.2956 2.4032 0.27
O -0.6203 5.1281 5.5499 -0.29
H 3.2933 2.7918 -0.5780 0.42
H -1.6554 5.3865 9.4360 0.33
H 0.5738 3.4970 5.7471 0.37
H 2.1936 0.9178 -3.2950 0.36
H 0.9756 -3.8816 -4.2484 -0.10
H -0.6382 1.5774 -8.6761 0.40
H 1.3909 5.0359 6.0582 0.36
H 2.0058 -8.8756 4.7614 0.36
C -3.0662 6.2030 -1.3840 -0.83
H -0.3744 -7.7909 5.1828 0.29
H -1.1858 7.0138 8.9032 0.25
H -1.0606 1.6428 -1.3800 0.37
H 2.2563 -7.3139 3.9604 0.26
H 2.6631 -6.3873 -0.8475 0.37
H -1.0568 3.3859 -1.5303 0.48
O 0.1123 5.5391 8.3718 -0.38
H -3.3101 6.7312 1.7043 0.29
H 1.5646 1.3557 -0.4245 0.20
C 0.4588 4.4828 6.2100 -0.39
H -1.5569 -9.3297 3.7461 0.33
H 2.9435 -8.7867 3.2449 0.32
O -0.3290 -9.8716 5.3307 -0.38
H 0.4124 -2.5740 -3.1916 0.29
C -1.0987 2.5732 -0.8014 -1.17
H -1.8448 5.8635 7.7261 0.30
C 0.1856 4.2969 7.6879 -0.65
H -0.0749 -8.4770 6.7904 0.24
C 2.0583 -6.0294 -1.6868 -0.08
H 1.9727 -6.2291 -3.8334 0.29
H 3.7487 -1.4505 -1.4053 0.35
H 0.3171 6.6399 4.4930 0.25
```

Entry 4:
Computed, not measured: a molecular structure, C24H26MoN6O2, with wB97M-V/def2-TZVPD.

The calculation puts the energy above the lowest of the compared OMol25 structures with the same formula, charge and spin at 0.00 kJ/mol. The net charge is +2. The spin multiplicity is 1. The HOMO-LUMO gap (alpha / beta) is 0.2291 / 0.2316 hartree. The value obtained for the LUMO energy (alpha / beta) is -7.63 / -7.58 eV.

Geometry as XYZ:
```
59
Properties=species:S:1:pos:R:3:nbo_charge:R:1
H 6.2569 -3.5108 -1.8010 0.24
H -2.0510 4.0036 0.3831 0.21
H -1.1333 2.7879 -1.2343 0.27
H -4.5379 -0.4082 2.0894 0.25
C -2.9016 -1.1867 -2.5211 -0.21
C 4.7985 -2.0449 -1.2974 -0.20
C 4.3444 -4.4191 -1.4303 -0.17
C -4.0632 3.4053 -0.1157 -0.63
C -1.2641 1.5506 0.5376 0.57
H -3.3630 -0.5580 0.7812 0.20
H -3.8615 2.8455 -1.0319 0.21
N -0.8448 -1.3246 -1.3335 -0.44
C -3.0779 -2.5576 -2.4250 -0.11
Mo 0.8770 -0.6175 -0.0974 1.36
H 0.2763 1.7919 -0.9492 0.21
C 2.5901 -2.9370 -0.8416 0.18
C 3.5555 0.5299 -0.3799 0.65
C 0.1622 -3.3695 -0.6895 0.65
N -0.8076 0.3334 0.7940 -0.86
O 4.5256 0.8643 -0.9862 -0.46
H -4.3117 4.4301 -0.3917 0.25
H -4.9392 2.9750 0.3705 0.22
N 1.8843 0.7638 1.3111 -0.46
N -2.3476 2.0494 1.1019 -0.36
H 3.6970 3.7410 2.9818 0.26
H 0.5656 0.8233 2.8980 0.22
C 3.6768 2.3601 1.3324 -0.18
O 0.1816 -4.5310 -0.4329 -0.45
C 3.0198 -4.2370 -1.0843 -0.22
C -1.7817 -0.6057 -1.9514 0.07
H -1.3747 -0.1912 1.4498 0.40
C 2.0730 2.3340 3.0966 -0.22
C 1.4414 1.2787 2.4652 0.07
H 5.4767 -1.2133 -1.3992 0.26
C -3.1537 1.2321 2.0282 -0.23
C -2.1043 -3.3115 -1.7828 -0.17
H 1.6891 2.6935 4.0416 0.26
H 0.0029 3.2135 0.0478 0.27
H -1.6259 0.4635 -2.0076 0.21
H -2.4940 0.8049 2.7876 0.20
H 2.3552 -5.0800 -0.9876 0.26
C -3.9789 0.1508 1.3388 -0.63
H 4.7050 -5.4210 -1.6242 0.24
C 3.4624 -1.8555 -0.9602 0.09
C -1.0100 -2.6527 -1.2772 0.09
N 2.8104 -0.6660 -0.5867 -0.54
C 3.0084 1.2890 0.7901 0.10
H -4.6939 0.5912 0.6443 0.23
C -2.8528 3.4084 0.8059 -0.21
H -3.6183 -0.5641 -3.0393 0.25
H -2.1624 -4.3878 -1.6864 0.27
C -0.4924 2.3809 -0.4533 -0.68
H -3.1044 3.8623 1.7629 0.23
H -3.9482 -3.0347 -2.8565 0.26
N 1.2843 -2.4764 -0.5628 -0.52
H 4.5720 2.7174 0.8405 0.27
H -3.8106 1.9190 2.5553 0.24
C 3.1943 2.9045 2.5133 -0.11
C 5.2237 -3.3370 -1.5310 -0.16
```